Computed, not measured: a cluster of 11 separate species, C5H32NO12 in total at a distorted geometry, with wB97M-V/def2-TZVPD.

Structure (ORCA input):
```
! RIJCOSX wB97M-V def2-TZVPD def2/J DEFGRID3
* xyz 0 2
O -0.82 -3.98 -0.25
C -1.13 -3.27 0.64
C -0.92 -1.68 0.48
C 0.49 -1.53 1.24
C 1.35 -0.27 0.82
C 0.72 1.10 1.15
O -0.26 1.24 0.08
N -1.23 -1.30 -0.91
H -1.48 -3.57 1.74
H -1.66 -1.26 1.24
H 1.07 -2.44 0.91
H 0.37 -1.69 2.25
H 1.43 -0.49 -0.43
H 2.46 -0.43 1.04
H -0.02 1.05 2.00
H 1.32 1.90 1.27
H 0.12 1.99 -0.55
H -0.68 -1.64 -1.73
H -2.12 -1.69 -1.04
H -1.19 -0.24 -0.85
H -4.61 -1.67 -1.35
H -4.28 -0.89 -0.11
O -3.98 -1.42 -0.78
H 3.87 -2.55 -2.43
H 4.39 -2.23 -1.04
O 3.90 -1.82 -1.78
H 1.02 4.64 1.72
H -0.43 3.89 1.44
O 0.14 4.43 1.99
H -2.58 -1.16 3.43
H -1.38 -1.94 4.08
O -2.05 -1.91 3.32
H 0.51 -4.77 2.83
H -0.73 -4.25 3.40
O 0.23 -3.86 3.21
H 3.26 2.07 -0.78
H 3.58 1.01 0.28
O 3.58 1.90 0.07
H 2.22 4.45 -1.48
H 1.04 5.27 -1.75
O 1.37 4.60 -1.20
H 0.22 0.34 -3.06
H -0.36 -0.23 -4.28
O -0.12 -0.46 -3.46
H -1.99 3.66 -1.33
H -1.77 3.32 0.10
O -1.37 3.49 -0.70
H 0.34 2.73 -3.53
H -0.49 3.00 -2.28
O -0.10 2.39 -2.92
*
```

Results
- LUMO energy (alpha / beta): 0.075 / 0.021 eV
- Relative energy (zero: lowest compared OMol25 entry of this formula, charge and spin): 631.13 kJ/mol
- Calculated total energy: -31756.364 eV
- Gap between HOMO and LUMO (alpha / beta): 0.087 / 0.358 Eh
- F_max: 11.2 eV Å⁻¹


Computed, not measured: a cluster of 2 separate species, C25H27NO4 in total at a distorted geometry, with wB97M-V/def2-TZVPD.

Structure (ORCA input):
```
! RIJCOSX wB97M-V def2-TZVPD def2/J DEFGRID3
* xyz 0 1
C -0.92 3.04 -0.05
C -0.23 2.29 -1.11
C -0.78 1.44 -2.08
C 0.07 0.96 -3.15
C 1.49 1.41 -3.25
C -0.43 0.07 -4.09
C -1.76 -0.35 -4.08
C -2.24 -1.28 -5.15
C -2.59 0.11 -3.06
C -2.15 0.98 -2.07
C -3.12 1.34 -0.99
H -0.15 3.54 0.55
H -1.61 3.80 -0.43
H -1.47 2.39 0.64
H 0.80 2.60 -1.25
H 1.93 1.01 -4.18
H 1.59 2.50 -3.29
H 2.11 1.04 -2.42
H 0.26 -0.30 -4.86
H -3.30 -1.53 -5.01
H -2.13 -0.83 -6.15
H -1.67 -2.22 -5.16
H -3.63 -0.24 -3.03
H -4.11 0.91 -1.24
H -2.84 0.90 -0.02
H -3.25 2.42 -0.88
C -0.54 -1.52 3.45
C -1.40 -0.28 3.20
C -2.66 -0.25 4.07
O -0.69 0.93 3.51
C 0.30 1.31 2.64
O 1.11 2.16 2.98
C 0.32 0.68 1.32
C 1.55 0.70 0.55
C 2.44 -0.48 0.97
C 2.31 -1.67 0.25
C 3.10 -2.76 0.59
C 3.97 -2.68 1.68
C 4.82 -3.80 2.00
N 5.50 -4.72 2.24
C 4.03 -1.51 2.44
C 3.25 -0.41 2.09
C -0.73 -0.22 0.95
O -0.71 -0.92 -0.05
O -1.82 -0.25 1.81
H 0.38 -1.51 2.85
H -0.29 -1.56 4.52
H -1.13 -2.41 3.19
H -3.18 0.70 3.92
H -3.32 -1.08 3.81
H -2.37 -0.34 5.12
H 1.28 0.60 -0.50
H 2.06 1.66 0.75
H 1.57 -1.72 -0.55
H 3.03 -3.68 0.00
H 4.71 -1.45 3.30
H 3.26 0.51 2.69
*
```

Results
- LUMO energy: -2.572 eV
- Relative energy (zero: lowest compared OMol25 entry of this formula, charge and spin): 114.60 kJ/mol
- Calculated total energy: -36041.670 eV
- Gap between HOMO and LUMO: 0.168 Eh
- F_max: 2.6 eV Å⁻¹


Computed, not measured: a structure of composition C17H11N9RhS2Se, with wB97M-V/def2-TZVPD.

Structure (ORCA input):
```
! RIJCOSX wB97M-V def2-TZVPD def2/J DEFGRID3
* xyz 1 1
Rh 0.30 -0.05 0.11
C -0.03 -5.28 -0.01
S -1.42 -4.37 0.69
C -0.92 -2.72 0.55
S 0.59 -2.31 -0.21
N -1.77 -1.88 1.08
N -1.37 -0.59 0.99
C -2.07 0.35 1.52
C -1.54 1.71 1.42
C -2.13 2.79 2.05
C -1.52 4.03 1.97
C -0.34 4.16 1.26
C 0.19 3.04 0.64
N -0.40 1.85 0.72
H -0.31 -6.33 0.08
H 0.88 -5.11 0.56
H 0.11 -5.04 -1.06
H -2.99 0.11 2.03
H -3.05 2.66 2.61
H -1.95 4.89 2.47
H 0.19 5.10 1.21
H 1.12 3.08 0.09
N 1.22 -0.14 1.87
C 1.90 0.75 2.24
C 2.71 1.76 2.61
C 4.03 1.76 2.08
N 5.06 1.69 1.57
C 2.12 2.91 3.21
N 1.61 3.81 3.70
Se -0.98 0.30 -3.62
N 0.51 0.72 -4.47
C 1.49 0.80 -3.59
C 2.88 1.09 -3.79
C 3.68 1.08 -2.69
C 3.17 0.79 -1.38
N 1.91 0.54 -1.16
C 1.09 0.55 -2.25
N -0.17 0.26 -2.02
H 3.26 1.30 -4.78
H 4.74 1.29 -2.78
H 3.84 0.79 -0.52
*
```

Results
- LUMO energy: -5.244 eV
- Relative energy (zero: lowest compared OMol25 entry of this formula, charge and spin): 0.00 kJ/mol
- Calculated total energy: -121235.415 eV
- Gap between HOMO and LUMO: 0.229 Eh
- F_max: 0.4 eV Å⁻¹


Computed, not measured: a cluster of 2 separate species, C17H19N in total at a distorted geometry, with wB97M-V/def2-TZVPD.

Structure (ORCA input):
```
! RIJCOSX wB97M-V def2-TZVPD def2/J DEFGRID3
* xyz 0 1
C -1.50 0.03 -3.88
C -1.03 0.46 -2.50
C 0.11 -0.33 -1.89
C 0.05 -1.66 -1.61
N 0.92 -1.98 -0.58
C 1.53 -0.84 -0.17
C 2.68 -0.77 0.62
C 3.30 0.46 0.72
C 2.77 1.55 0.03
C 1.71 1.45 -0.87
C 1.07 0.21 -0.97
H -2.60 0.04 -3.92
H -1.26 -1.02 -4.03
H -1.22 0.76 -4.63
H -0.62 1.49 -2.47
H -1.85 0.65 -1.81
H -0.48 -2.44 -2.12
H 1.34 -2.90 -0.60
H 3.00 -1.75 0.94
H 4.28 0.57 1.16
H 3.24 2.51 0.05
H 1.44 2.33 -1.43
C 0.48 -0.25 2.99
C -0.69 0.12 2.11
C -1.50 -0.96 1.71
C -2.65 -0.77 0.97
C -3.15 0.53 0.81
C -2.36 1.57 1.21
C -1.08 1.39 1.76
H 0.13 -0.57 3.96
H 1.27 0.49 3.07
H 1.04 -1.05 2.51
H -1.16 -1.99 1.77
H -3.09 -1.62 0.47
H -4.18 0.58 0.49
H -2.66 2.58 1.05
H -0.49 2.26 2.00
*
```

Results
- LUMO energy: 0.866 eV
- Relative energy (zero: lowest compared OMol25 entry of this formula, charge and spin): 128.16 kJ/mol
- Calculated total energy: -19426.575 eV
- SMILES string: CCc1c[nH]c2ccccc12.Cc1ccccc1
- Gap between HOMO and LUMO: 0.322 Eh
- F_max: 2.1 eV Å⁻¹


Computed, not measured: a cluster of 13 separate species, H31O16P in total at a distorted geometry, with wB97M-V/def2-TZVPD.

Structure (ORCA input):
```
! RIJCOSX wB97M-V def2-TZVPD def2/J DEFGRID3
* xyz 4 1
O -23.04 -20.57 12.34
H -23.73 -20.14 12.93
H -22.15 -20.62 12.71
H -23.26 -21.48 12.08
O -26.29 -19.43 17.53
H -25.70 -18.87 18.07
H -26.85 -18.87 16.96
H -25.77 -19.90 16.83
O -27.14 -22.46 12.52
H -27.23 -21.54 12.88
H -26.21 -22.71 12.56
H -27.52 -22.53 11.63
O -23.08 -19.45 15.87
H -22.77 -20.36 16.01
H -22.36 -18.91 15.51
H -23.85 -19.51 15.24
O -24.43 -16.87 13.06
H -24.65 -16.02 13.46
H -24.87 -17.68 13.43
H -23.49 -17.03 12.90
O -29.07 -19.55 14.49
H -29.08 -18.73 15.02
H -28.18 -19.61 14.06
H -29.78 -19.51 13.82
O -24.55 -22.99 15.38
H -23.64 -22.76 15.63
H -25.14 -22.18 15.48
H -24.46 -23.23 14.45
P -25.99 -19.63 14.32
O -26.98 -20.08 13.26
O -24.60 -19.27 13.81
O -25.78 -20.78 15.39
O -26.42 -18.40 15.18
O -24.83 -16.84 16.54
H -25.45 -17.42 16.07
H -25.29 -16.00 16.61
O -27.14 -18.41 11.36
H -27.01 -19.05 12.07
H -27.34 -17.58 11.81
O -27.81 -16.65 13.67
H -27.26 -15.86 13.72
H -27.58 -17.16 14.46
O -29.05 -18.12 16.69
H -29.25 -17.25 17.06
H -29.57 -18.73 17.23
O -27.99 -22.08 16.13
H -27.35 -21.49 15.71
H -27.76 -22.06 17.06
*
```

Results
- LUMO energy: -14.488 eV
- Calculated total energy: -42507.177 eV
- Gap between HOMO and LUMO: 0.252 Eh
- F_max: 4.0 eV Å⁻¹


Computed, not measured: a structure of composition C17H28BrF8IrNO8S2Si, with wB97M-V/def2-TZVPD.

Structure (ORCA input):
```
! RIJCOSX wB97M-V def2-TZVPD def2/J DEFGRID3
* xyz -1 1
Ir 0.47 -0.05 -0.15
O 1.57 3.37 1.44
C 1.03 2.39 0.99
O 1.65 1.51 0.23
C -0.47 2.07 1.31
O -1.18 2.88 1.84
O -0.87 0.85 0.99
F 1.13 -4.09 0.23
C -0.14 -4.26 -0.14
F -0.18 -4.31 -1.47
F -0.57 -5.43 0.34
S -1.21 -2.88 0.48
O -0.81 -1.78 -0.38
O -2.53 -3.37 0.31
N -0.85 -2.75 1.99
S 0.23 -1.81 2.64
O 1.21 -1.32 1.68
O -0.31 -0.92 3.61
C 1.20 -3.03 3.63
F 2.00 -2.37 4.47
F 1.96 -3.81 2.86
F 0.38 -3.80 4.35
F -1.32 0.27 -2.30
C -0.19 0.88 -1.77
F -0.56 2.18 -1.54
H 0.54 0.91 -2.59
C 4.04 -4.12 -2.01
C 4.91 -2.93 -2.46
C 6.38 -3.30 -2.23
C 4.68 -2.76 -3.96
Si 4.51 -1.30 -1.52
Br 2.21 -1.29 -1.60
C 4.97 -1.30 0.35
C 6.47 -1.01 0.54
C 4.66 -2.67 0.96
C 4.18 -0.26 1.15
C 5.01 0.30 -2.45
C 4.17 0.55 -3.71
C 4.80 1.52 -1.54
C 6.49 0.25 -2.86
H 4.31 -4.98 -2.62
H 2.98 -3.93 -2.16
H 4.19 -4.39 -0.97
H 6.62 -4.19 -2.82
H 6.59 -3.54 -1.19
H 7.07 -2.51 -2.54
H 4.85 -3.73 -4.45
H 5.37 -2.04 -4.41
H 3.66 -2.45 -4.19
H 7.11 -1.73 0.02
H 6.70 -1.07 1.61
H 6.74 -0.01 0.20
H 5.29 -3.47 0.56
H 3.62 -2.96 0.83
H 4.85 -2.62 2.04
H 4.42 0.77 0.89
H 4.42 -0.39 2.21
H 3.10 -0.38 1.05
H 3.11 0.64 -3.48
H 4.29 -0.22 -4.47
H 4.49 1.50 -4.15
H 3.77 1.62 -1.18
H 5.04 2.43 -2.11
H 5.46 1.51 -0.67
H 6.68 -0.52 -3.61
H 7.16 0.07 -2.01
H 6.77 1.21 -3.30
*
```

Results
- LUMO energy: 2.104 eV
- Relative energy (zero: lowest compared OMol25 entry of this formula, charge and spin): 0.00 kJ/mol
- Calculated total energy: -160127.691 eV
- Gap between HOMO and LUMO: 0.297 Eh
- F_max: 0.5 eV Å⁻¹


Computed, not measured: a structure of composition C26H4BCl5F4FeN7O2, with wB97M-V/def2-TZVPD.

Structure (ORCA input):
```
! RIJCOSX wB97M-V def2-TZVPD def2/J DEFGRID3
* xyz 0 6
Fe 0.23 -0.15 1.11
Cl 3.24 1.78 1.43
C 3.36 0.06 1.39
C 2.19 -0.69 1.29
C 2.34 -2.06 1.42
Cl 0.84 -2.98 1.51
C 3.56 -2.72 1.54
Cl 3.65 -4.43 1.68
C 4.71 -1.93 1.56
Cl 6.25 -2.68 1.69
C 4.61 -0.54 1.50
Cl 6.03 0.42 1.59
N -0.40 1.07 2.42
C -0.17 2.19 2.76
N -0.06 3.35 3.18
C 0.94 4.17 2.88
N 1.78 4.92 2.63
O -2.21 -2.35 2.09
B -2.23 -2.00 0.77
O -3.15 -2.67 0.01
C -3.75 -3.53 0.92
C -4.75 -4.45 0.70
C -5.16 -5.18 1.82
C -4.60 -4.98 3.07
C -3.59 -4.04 3.28
C -3.18 -3.33 2.18
H -5.18 -4.59 -0.28
H -5.94 -5.91 1.70
H -4.95 -5.57 3.91
H -3.14 -3.88 4.25
F 0.87 1.72 -0.28
C 0.65 2.17 -1.54
C 1.35 3.29 -1.93
F 2.16 3.84 -1.05
C 1.20 3.83 -3.22
C 0.28 3.15 -4.05
C -0.41 2.03 -3.64
F -1.25 1.48 -4.51
C -0.25 1.49 -2.36
C -0.99 0.32 -1.91
C -0.99 -0.26 -0.69
N -1.36 -0.98 0.22
C -1.89 -0.40 -2.77
N -2.60 -1.05 -3.39
F 0.07 3.58 -5.28
C 1.93 4.98 -3.65
C 1.73 5.58 -4.92
N 1.60 6.13 -5.93
C 2.91 5.61 -2.86
N 3.70 6.18 -2.25
*
```

Results
- LUMO energy (alpha / beta): -2.323 / -3.345 eV
- Relative energy (zero: lowest compared OMol25 entry of this formula, charge and spin): 171.26 kJ/mol
- Calculated total energy: -150095.317 eV
- Gap between HOMO and LUMO (alpha / beta): 0.248 / 0.230 Eh
- F_max: 0.8 eV Å⁻¹


Computed, not measured: a structure of composition C16H12FFeN2S3SbSe2 at a distorted geometry, with wB97M-V/def2-TZVPD.

Structure (ORCA input):
```
! RIJCOSX wB97M-V def2-TZVPD def2/J DEFGRID3
* xyz -1 6
Fe -0.09 -0.38 0.94
Se -0.10 1.51 2.54
Se -1.86 -1.93 1.74
C -0.36 -2.46 2.69
C -0.37 -3.43 3.73
C 0.79 -3.75 4.39
C 1.97 -3.22 3.90
C 1.92 -2.26 2.85
N 0.78 -1.87 2.31
C -1.47 1.86 1.22
C -2.25 3.03 1.06
C -2.97 3.32 -0.10
C -3.03 2.26 -1.06
C -2.45 1.05 -0.73
N -1.59 0.85 0.29
H -1.34 -3.84 4.07
H 0.74 -4.49 5.22
H 2.91 -3.48 4.34
H 2.80 -1.82 2.42
H -2.30 3.73 1.90
H -3.39 4.30 -0.29
H -3.58 2.45 -1.99
H -2.57 0.20 -1.42
S 2.29 -2.93 -3.72
Sb 2.68 -2.83 -1.36
S 1.38 -4.23 -0.12
S 1.60 -0.43 -0.57
F 0.36 3.32 -4.91
C 0.73 2.44 -3.92
C 0.73 2.92 -2.57
C 0.89 1.97 -1.60
C 1.15 0.62 -1.91
C 1.17 0.16 -3.26
C 1.01 1.11 -4.27
H 0.51 3.96 -2.42
H 0.88 2.29 -0.56
H 1.50 -0.88 -3.50
H 0.95 0.87 -5.32
*
```

Results
- LUMO energy (alpha / beta): 2.029 / 0.478 eV
- Calculated total energy: -226609.861 eV
- Gap between HOMO and LUMO (alpha / beta): 0.214 / 0.147 Eh
- F_max: 2.9 eV Å⁻¹